No. 1
Density functional theory data (ωB97M-V with the def2-TZVPD basis set) for a single C4H8FNO molecule.

Calculated values
- energy above the lowest of the compared OMol25 structures with the same formula, charge and spin (kcal per mole) = 49.8
- orbital gap (eV) = 10.057
- net charge = 0
- E_HOMO (eV) = -9.326
- SMILES string = OC[C@@H]1NC[C@H]1F
- energy (hartree) = -386.98305

Each line ends with the Mulliken charge.
Geometry (Å):
1 C 0.543 -1.588 -0.088  -0.57
2 C -0.400 -0.489 0.373  -0.07
3 C -0.863 1.421 -0.262  -0.61
4 C 0.327 0.798 0.393  0.24
5 H 1.416 -1.997 -1.699  0.32
6 H 0.161 -2.766 0.159  0.31
7 H 1.533 -1.388 0.573  0.27
8 H -0.715 -0.803 1.317  0.40
9 H -1.056 -0.236 -1.438  0.38
10 H -1.520 1.722 0.587  0.27
11 H -0.865 2.122 -1.132  0.30
12 H 1.308 0.799 -0.135  0.33
13 N -1.440 0.058 -0.555  -0.66
14 O 0.897 -1.233 -1.473  -0.54
15 F 0.556 1.239 1.660  -0.36

***

No. 2
Density functional theory data (ωB97M-V with the def2-TZVPD basis set) for C5H5NO as an isolated structure.

Calculated values
- energy above the lowest of the compared OMol25 structures with the same formula, charge and spin (kcal per mole) = 70.1
- 2S+1 = 3
- orbital gap (alpha / beta) (eV) = 7.768 / 7.917
- net charge = 0
- E_HOMO (alpha / beta) (eV) = -7.454 / -11.406
- energy (hartree) = -323.24198

Each line ends with the Mulliken charge.
Geometry (Å):
1 C -1.719 1.230 0.168  0.07
2 C -0.810 -1.358 -0.607  -0.36
3 C 1.086 0.467 -0.483  -0.60
4 C 0.958 0.136 1.025  -0.57
5 C -0.175 -0.080 -0.010  0.60
6 N -2.616 1.928 0.198  -0.39
7 O -0.618 -2.449 -0.078  -0.25
8 H -1.349 -1.180 -1.550  0.41
9 H 1.134 1.453 -0.826  0.30
10 H 1.631 -0.257 -0.954  0.29
11 H 1.514 -0.752 1.255  0.25
12 H 0.962 0.862 1.863  0.26

***

No. 3
Density functional theory data (ωB97M-V with the def2-TZVPD basis set) for a 3-piece molecular cluster, C3H12NO2 overall.

Calculated values
- energy above the lowest of the compared OMol25 structures with the same formula, charge and spin (kcal per mole) = 32.3
- orbital gap (eV) = 10.365
- net charge = +1
- E_HOMO (eV) = -15.103
- energy (hartree) = -326.46159

Each line ends with the Mulliken charge.
Geometry (Å):
1 C 0.924 -2.063 -1.970  -1.02
2 C 1.269 -1.496 -0.579  -0.41
3 C -0.448 -1.344 1.184  -0.17
4 N 0.149 -0.834 0.167  0.03
5 H 1.766 -2.699 -2.218  0.31
6 H 0.909 -1.246 -2.687  0.35
7 H 0.034 -2.686 -1.856  0.34
8 H 2.109 -0.789 -0.606  0.35
9 H 1.469 -2.404 0.025  0.29
10 H -1.432 -1.002 1.441  0.31
11 H 0.265 -1.965 1.701  0.30
12 H -0.143 0.095 -0.153  0.32
13 H -2.151 1.603 0.195  0.31
14 H -1.250 2.150 1.243  0.34
15 O -1.468 1.313 0.813  -0.64
16 H -0.399 4.773 0.427  0.31
17 H -0.791 4.495 1.886  0.33
18 O -0.813 4.100 0.988  -0.65

***

Please write out number 1 again, unchanged.
Density functional theory data (ωB97M-V with the def2-TZVPD basis set) for a single C4H8FNO molecule.

Calculated values
- energy above the lowest of the compared OMol25 structures with the same formula, charge and spin (kcal per mole) = 49.8
- orbital gap (eV) = 10.057
- net charge = 0
- E_HOMO (eV) = -9.326
- SMILES string = OC[C@@H]1NC[C@H]1F
- energy (hartree) = -386.98305

Each line ends with the Mulliken charge.
Geometry (Å):
1 C 0.543 -1.588 -0.088  -0.57
2 C -0.400 -0.489 0.373  -0.07
3 C -0.863 1.421 -0.262  -0.61
4 C 0.327 0.798 0.393  0.24
5 H 1.416 -1.997 -1.699  0.32
6 H 0.161 -2.766 0.159  0.31
7 H 1.533 -1.388 0.573  0.27
8 H -0.715 -0.803 1.317  0.40
9 H -1.056 -0.236 -1.438  0.38
10 H -1.520 1.722 0.587  0.27
11 H -0.865 2.122 -1.132  0.30
12 H 1.308 0.799 -0.135  0.33
13 N -1.440 0.058 -0.555  -0.66
14 O 0.897 -1.233 -1.473  -0.54
15 F 0.556 1.239 1.660  -0.36

***

> What is the net charge in the third record?

+1